Here is H12KO6 as an isolated structure from the Open Molecules 2025 dataset. Energies are from ωB97M-V with the def2-TZVPD basis set.

Computed properties:
**ΔE to the lowest compared entry with this formula, charge and spin**: 0.9 kcal per mole
**HOMO-LUMO gap**: 11.744 eV

The geometry in ORCA input format:
```
! wB97M-V def2-TZVPD RIJCOSX def2/J DEFGRID3
* xyz 1 1
K -0.06135 -0.09097 0.06773
O -0.96771 -1.25731 2.51808
H -1.13909 -0.87621 3.38952
H -1.19870 -2.19269 2.60488
O -1.69187 2.32238 -0.30433
H -1.01777 2.87514 -0.71882
H -2.39502 2.93951 -0.05861
O 1.90852 0.43317 2.08525
H 2.72544 0.02159 1.77100
H 1.71366 -0.00964 2.92302
O -2.28832 -0.67106 -1.52776
H -1.98675 -0.67243 -2.44724
H -2.82379 0.13313 -1.44812
O 1.12776 -2.49973 -1.02361
H 1.34135 -2.59666 -1.96182
H 1.84239 -2.94617 -0.54994
O 1.30327 1.56068 -1.94952
H 2.13392 1.08777 -1.79035
H 1.47408 2.43947 -1.57937
*
```